{"formula": "C4H13N2", "method": "ωB97M-V/def2-TZVPD", "symbols": ["C", "N", "C", "N", "C", "C", "H", "H", "H", "H", "H", "H", "H", "H", "H", "H", "H", "H", "H"], "coordinates": [[2.409, -0.068, -0.062], [1.798, -1.364, 0.146], [1.198, 0.817, -0.576], [0.163, 0.711, 0.284], [-2.649, 0.117, 0.862], [-2.642, -0.097, -0.666], [2.779, 0.356, 0.868], [3.213, -0.219, -0.779], [2.352, -2.194, 0.007], [0.865, -1.437, -0.219], [1.649, 1.823, -0.694], [0.951, 0.432, -1.569], [-3.653, -0.029, 1.246], [0.361, 1.288, 1.119], [-1.989, -0.611, 1.339], [-2.182, 1.084, 1.019], [-3.460, -0.730, -1.019], [-2.739, 0.824, -1.246], [-1.775, -0.616, -1.090]], "atomic_forces_ev_per_a": [[0.66, -2.31, 0.71], [-0.64, 1.07, 0.06], [-0.60, 0.84, -1.84], [0.98, -0.01, 0.48], [0.73, -0.62, -1.25], [-0.39, -0.50, -0.72], [-0.19, 0.42, -0.05], [0.20, 0.83, -0.13], [0.18, -0.04, -0.17], [-0.12, -0.47, 0.25], [0.12, -0.05, 0.51], [-0.10, -0.14, 0.12], [0.05, 0.55, 0.26], [-0.19, -0.09, 0.06], [-0.17, -0.08, 0.10], [-0.58, 0.27, 0.64], [-0.14, 0.08, 0.29], [-0.04, 0.10, 0.26], [0.24, 0.14, 0.42]], "relative_energy_kcal_mol": 147.58, "charge": 1, "total_energy_ev": -7327.0874}